# 1
{"formula": "C30H31BIIrN7Se", "method": "wB97M-V/def2-TZVPD", "elements": ["Ir", "C", "C", "N", "N", "C", "B", "N", "C", "C", "C", "N", "N", "C", "C", "C", "N", "H", "H", "H", "H", "H", "H", "H", "H", "H", "H", "C", "C", "C", "C", "C", "C", "C", "C", "C", "C", "H", "H", "H", "H", "H", "H", "H", "H", "H", "H", "H", "H", "Se", "C", "C", "C", "C", "C", "C", "H", "H", "H", "H", "H", "I", "C", "C", "C", "C", "N", "C", "H", "H", "H", "H"], "xyz": [[-0.03, -0.14, -0.52], [3.82, 1.36, 1.54], [3.10, 0.41, 0.81], [1.91, 0.90, 0.49], [1.83, 2.13, 0.98], [2.96, 2.44, 1.62], [0.60, 3.03, 0.77], [0.29, 3.08, -0.73], [0.32, 4.14, -1.55], [-0.06, 3.73, -2.81], [-0.31, 2.36, -2.67], [-0.10, 2.00, -1.41], [-0.61, 2.40, 1.48], [-1.26, 2.87, 2.55], [-2.28, 1.99, 2.86], [-2.17, 0.98, 1.90], [-1.16, 1.25, 1.08], [4.81, 1.28, 1.92], [3.39, -0.58, 0.50], [3.10, 3.39, 2.08], [0.81, 4.12, 1.20], [0.62, 5.11, -1.20], [-0.14, 4.32, -3.70], [-0.63, 1.65, -3.41], [-0.98, 3.79, 3.02], [-2.99, 2.06, 3.66], [-2.75, 0.09, 1.77], [-0.68, -3.68, 2.38], [-0.10, -3.09, 1.08], [-0.82, -3.76, -0.09], [-0.23, -1.60, 1.06], [1.41, -3.24, 0.99], [2.23, -2.91, 2.07], [3.61, -2.95, 1.97], [4.21, -3.32, 0.77], [3.41, -3.67, -0.30], [2.04, -3.63, -0.20], [-1.76, -3.56, 2.38], [-0.28, -3.19, 3.26], [-0.45, -4.74, 2.44], [-1.89, -3.67, 0.04], [-0.57, -4.82, -0.15], [-0.56, -3.28, -1.03], [-0.08, -1.18, 2.06], [1.80, -2.62, 3.01], [4.22, -2.69, 2.82], [5.29, -3.36, 0.69], [3.87, -3.98, -1.23], [1.44, -3.95, -1.04], [-2.38, -0.74, -1.86], [-2.33, -2.20, -3.12], [-2.96, -3.40, -2.81], [-2.94, -4.44, -3.72], [-2.30, -4.30, -4.94], [-1.69, -3.10, -5.26], [-1.71, -2.05, -4.36], [-3.45, -3.52, -1.86], [-3.43, -5.38, -3.49], [-2.28, -5.12, -5.65], [-1.19, -2.97, -6.21], [-1.23, -1.11, -4.61], [1.64, -4.53, -4.34], [2.12, -2.66, -3.49], [3.41, -2.14, -3.59], [3.62, -0.89, -3.01], [2.59, -0.24, -2.36], [1.36, -0.77, -2.24], [1.14, -1.96, -2.82], [4.19, -2.66, -4.11], [4.59, -0.42, -3.07], [2.74, 0.73, -1.91], [0.14, -2.35, -2.76]], "mulliken_spin": [0.027, 0.004, -0.008, -0.012, 0.003, -0.001, -0.004, 0.001, 0.002, 0.000, 0.007, -0.005, -0.005, -0.002, 0.009, 0.003, 0.053, 0.000, 0.003, 0.000, 0.000, 0.000, 0.000, 0.000, 0.000, 0.000, -0.010, -0.010, 0.238, 0.110, 0.603, -0.085, 0.048, -0.020, 0.039, -0.024, 0.046, 0.015, -0.006, 0.002, 0.001, -0.004, -0.007, -0.009, -0.003, -0.001, 0.002, 0.000, 0.011, -0.017, 0.000, 0.003, 0.001, -0.002, 0.001, -0.003, -0.001, 0.000, 0.000, 0.000, 0.000, 0.000, 0.001, 0.000, 0.002, 0.000, 0.008, -0.007, 0.000, 0.000, 0.002, 0.004], "multiplicity": 2, "homo_energy_ha": [-0.2359, -0.2721], "e_lumo_ev": [-0.42, -0.37]}

# 2
{"formula": "C4H9N", "method": "wB97M-V/def2-TZVPD", "elements": ["C", "N", "H", "H", "H", "C", "C", "C", "H", "H", "H", "H", "H", "H"], "xyz": [[4.92, -1.94, -0.01], [4.89, -2.79, -0.93], [5.69, -1.97, 0.77], [4.28, -1.10, 0.30], [4.10, -2.63, -1.56], [-2.32, 1.48, 1.17], [-3.18, 1.20, -0.02], [-2.79, 0.57, -1.11], [-2.83, 2.13, 1.89], [-2.05, 0.59, 1.74], [-1.42, 2.05, 0.97], [-4.17, 1.66, 0.02], [-3.24, 0.76, -2.08], [-1.88, -0.02, -1.15]], "lowdin_charge": [-0.172, 0.024, 0.054, 0.058, 0.036, -0.126, -0.250, -0.028, 0.063, 0.073, 0.071, 0.089, 0.050, 0.057], "e_above_lowest_ev": 1.9526, "homo_energy_ha": -0.3514, "e_lumo_ev": 0.98}

# 3
{"formula": "C17H16BrCl2MgN2O2SbSe4", "method": "wB97M-V/def2-TZVPD", "elements": ["Mg", "O", "C", "C", "C", "C", "C", "C", "C", "O", "N", "N", "C", "C", "Br", "C", "C", "C", "C", "C", "C", "C", "H", "H", "H", "H", "H", "H", "H", "H", "H", "H", "H", "H", "H", "H", "Cl", "C", "Cl", "H", "H", "Se", "Sb", "Se", "Se", "Se"], "xyz": [[0.67, 0.05, -0.17], [-4.14, 1.26, 1.88], [-3.90, 2.24, 0.96], [-4.92, 3.18, 0.76], [-4.75, 4.19, -0.17], [-3.58, 4.29, -0.90], [-2.57, 3.36, -0.70], [-2.71, 2.34, 0.23], [-1.60, 1.34, 0.46], [-0.46, 1.51, -0.24], [-2.19, -0.01, 0.18], [-1.29, -0.97, -0.11], [-1.67, -2.05, -0.69], [-0.78, -3.15, -0.98], [1.08, -2.72, -0.94], [-1.12, -4.39, -1.34], [-2.46, -4.99, -1.30], [-3.44, -4.62, -0.37], [-4.68, -5.23, -0.36], [-4.97, -6.24, -1.27], [-3.99, -6.65, -2.17], [-2.75, -6.04, -2.18], [-3.39, 0.66, 1.93], [-5.82, 3.08, 1.35], [-5.54, 4.91, -0.32], [-3.44, 5.08, -1.62], [-1.64, 3.45, -1.25], [-1.37, 1.34, 1.55], [-3.04, -0.01, -0.38], [-2.71, -2.16, -1.01], [-0.33, -5.04, -1.70], [-3.21, -3.88, 0.39], [-5.42, -4.93, 0.37], [-5.93, -6.72, -1.25], [-4.20, -7.45, -2.86], [-2.00, -6.37, -2.88], [0.88, -0.57, 2.38], [1.63, 0.80, 3.25], [1.33, 2.35, 2.49], [2.70, 0.62, 3.28], [1.21, 0.82, 4.25], [-0.61, 0.72, -3.32], [1.21, 2.22, -2.38], [0.85, 4.58, -2.24], [1.29, 1.16, -4.71], [2.84, 0.94, -1.00]], "lowdin_charge": [-0.026, 0.053, -0.273, -0.021, -0.083, -0.077, -0.024, -0.101, -0.447, -0.457, 0.016, -0.061, -0.185, -0.582, 0.855, -0.088, -0.218, -0.043, -0.072, -0.078, -0.075, -0.034, 0.079, 0.116, 0.103, 0.105, 0.035, 0.122, 0.152, 0.140, 0.107, 0.110, 0.108, 0.106, 0.107, 0.116, 0.606, -0.916, 0.608, 0.039, 0.034, 0.042, 0.042, -0.030, 0.005, 0.088], "homo_energy_ha": -0.2810, "e_lumo_ev": -1.05}